# 1
{
  "formula": "C4H8O2",
  "method": "ωB97M-V/def2-TZVPD",
  "homo_lumo_gap_ev": 11.710,
  "energy_ev": -8372.687,
  "homo_ha": -0.3939,
  "total_charge": 0,
  "elements": ["C", "C", "C", "O", "C", "O", "H", "H", "H", "H", "H", "H", "H", "H"],
  "coordinates": [[-2.061, 0.189, -0.320], [-0.798, 0.572, 0.448], [0.341, -0.386, 0.143], [1.581, 0.257, 0.491], [2.674, -0.252, -0.080], [2.710, -1.209, -0.809], [-2.389, -0.829, -0.080], [-2.885, 0.870, -0.088], [-1.882, 0.235, -1.401], [-0.993, 0.594, 1.527], [-0.481, 1.581, 0.163], [0.262, -1.319, 0.714], [0.371, -0.650, -0.918], [3.549, 0.348, 0.210]],
  "atomic_forces_ev_per_a": [[-0.0561, -0.0245, -0.0240], [0.0295, 0.0379, 0.0129], [-0.2035, -0.1014, -0.0772], [0.1209, -0.0222, -0.0325], [0.0903, -0.2604, -0.1913], [-0.0122, 0.3908, 0.3131], [0.0468, 0.1381, -0.0131], [0.1123, -0.1096, -0.0152], [-0.0393, -0.0159, 0.1620], [0.0454, 0.0062, -0.1502], [-0.0413, -0.1299, 0.0127], [-0.0047, 0.1115, -0.1005], [-0.0208, 0.0707, 0.1205], [-0.0674, -0.0915, -0.0173]]
}

***

# 2
{
  "formula": "C4H8O2",
  "method": "ωB97M-V/def2-TZVPD",
  "homo_lumo_gap_ev": 11.133,
  "energy_ev": -8371.155,
  "homo_ha": -0.3711,
  "total_charge": 0,
  "elements": ["C", "C", "O", "C", "C", "O", "H", "H", "H", "H", "H", "H", "H", "H"],
  "coordinates": [[1.654, 0.791, 0.002], [0.831, -0.344, 0.562], [-0.284, -0.041, 1.401], [-0.543, -0.549, 0.089], [-1.248, 0.498, -0.774], [-2.093, 1.279, 0.039], [1.007, 1.661, -0.107], [2.039, 0.548, -0.999], [2.503, 1.045, 0.643], [1.372, -1.201, 0.961], [-0.957, -1.557, 0.079], [-1.857, 0.026, -1.548], [-0.536, 1.149, -1.299], [-1.885, 1.034, 0.949]],
  "atomic_forces_ev_per_a": [[-0.0373, 0.0224, 0.1206], [0.2729, -0.0371, -0.1774], [0.1182, 0.0670, 0.2301], [-0.1997, -0.0204, -0.2129], [0.1028, -0.1718, -0.2342], [-0.3071, 0.0620, 0.0395], [0.2078, 0.1153, 0.1186], [-0.0718, -0.1078, 0.2817], [-0.1726, -0.0351, -0.0373], [0.0462, -0.0023, -0.3419], [0.0347, 0.1539, 0.0106], [0.0435, -0.1875, 0.0611], [-0.0670, -0.1577, 0.1407], [0.0293, 0.2992, 0.0009]]
}

***

# 3
{
  "formula": "C4H8O2",
  "method": "ωB97M-V/def2-TZVPD",
  "homo_lumo_gap_ev": 11.329,
  "energy_ev": -8370.641,
  "homo_ha": -0.3809,
  "total_charge": 0,
  "elements": ["C", "O", "C", "C", "O", "C", "H", "H", "H", "H", "H", "H", "H", "H"],
  "coordinates": [[-1.808, 0.565, 0.402], [-1.481, -0.787, 0.729], [-0.283, -1.153, 0.129], [0.847, -0.264, 0.337], [0.871, -1.591, 0.844], [1.696, 0.313, -0.751], [-1.528, 0.828, -0.631], [-2.887, 0.683, 0.514], [-1.299, 1.282, 1.062], [0.685, 0.436, 1.158], [-0.446, -1.805, -0.730], [2.692, 0.595, -0.402], [1.169, 1.234, -1.035], [1.772, -0.334, -1.627]],
  "atomic_forces_ev_per_a": [[-0.1135, 0.1819, 0.0253], [0.0882, -0.1471, 0.2402], [0.0382, 0.0739, -0.2036], [-0.0554, 0.4436, -0.1215], [-0.3681, -0.1427, 0.3137], [0.1419, -0.0788, -0.0730], [-0.1427, -0.2596, 0.2100], [0.1461, -0.0910, 0.0254], [-0.1357, -0.2145, -0.0142], [0.0304, 0.0275, -0.1261], [0.1158, 0.4279, -0.2053], [-0.0425, -0.1068, -0.0526], [0.2507, -0.1410, -0.1381], [0.0465, 0.0267, 0.1199]]
}

***

# 4
{
  "formula": "C4H8O2",
  "method": "ωB97M-V/def2-TZVPD",
  "homo_lumo_gap_ev": 10.169,
  "energy_ev": -8372.257,
  "homo_ha": -0.3489,
  "total_charge": 0,
  "elements": ["C", "C", "O", "C", "C", "O", "H", "H", "H", "H", "H", "H", "H", "H"],
  "coordinates": [[-1.086, 0.351, -1.458], [-0.272, 0.800, -0.286], [-0.490, 1.853, 0.278], [0.261, -0.381, 1.696], [0.789, -0.147, 0.287], [0.970, -1.331, -0.464], [-1.994, 0.954, -1.492], [-1.311, -0.716, -1.396], [-0.501, 0.518, -2.368], [-0.056, 0.636, 1.969], [1.013, -0.745, 2.395], [-0.582, -1.081, 1.687], [1.735, 0.403, 0.380], [1.523, -1.114, -1.228]],
  "atomic_forces_ev_per_a": [[-0.1036, 0.0038, -0.1301], [-0.1084, 0.3618, 0.0197], [0.1701, -0.1547, -0.4546], [0.1038, 0.0157, 0.0755], [-0.0287, 0.4204, 0.2230], [0.1134, 0.0548, -0.0619], [0.1155, -0.0932, -0.1069], [0.0284, 0.1205, -0.0392], [-0.0908, -0.0683, -0.0330], [-0.0044, -0.6865, 0.5659], [0.0443, -0.0567, -0.1297], [0.0504, 0.2165, 0.0058], [-0.1292, 0.0436, -0.1446], [-0.1611, -0.1777, 0.2101]]
}

***

# 5
{
  "formula": "C4H8O2",
  "method": "ωB97M-V/def2-TZVPD",
  "homo_lumo_gap_ev": 8.525,
  "energy_ev": -8367.307,
  "homo_ha": -0.3037,
  "total_charge": 0,
  "elements": ["C", "O", "C", "C", "C", "O", "H", "H", "H", "H", "H", "H", "H", "H"],
  "coordinates": [[2.046, 0.543, -0.556], [0.665, 0.753, -0.272], [0.101, -0.132, 0.548], [-1.323, -0.136, 0.779], [-2.265, 0.226, -0.248], [-3.465, 0.370, -0.082], [2.401, 1.448, -1.048], [2.157, -0.320, -1.222], [2.616, 0.371, 0.365], [0.711, -0.490, 1.383], [0.402, -1.445, -0.275], [-1.665, -0.279, 1.798], [-0.553, -1.245, 0.099], [-1.827, 0.336, -1.268]],
  "atomic_forces_ev_per_a": [[0.2269, -0.0271, -0.0383], [-0.1137, 0.0534, -0.0118], [-0.0005, -0.1930, 0.0837], [-0.3108, 0.2819, 0.1332], [0.0001, -0.0871, 0.1123], [0.3011, 0.0109, -0.0708], [-0.0563, -0.1392, 0.0550], [0.0053, 0.1136, 0.0838], [-0.1129, 0.0290, -0.1157], [-0.0905, 0.0508, -0.1390], [-0.0758, 0.0984, 0.0857], [0.0677, 0.0052, -0.1160], [0.2274, -0.2076, -0.1680], [-0.0679, 0.0107, 0.1061]]
}

***

# 6
{
  "formula": "C4H8O2",
  "method": "ωB97M-V/def2-TZVPD",
  "homo_lumo_gap_ev": 10.791,
  "energy_ev": -8371.994,
  "homo_ha": -0.3638,
  "total_charge": 0,
  "elements": ["C", "C", "C", "C", "O", "O", "H", "H", "H", "H", "H", "H", "H", "H"],
  "coordinates": [[0.354, 0.371, 0.559], [0.286, 0.408, -0.969], [0.794, -0.989, 1.090], [-1.122, 0.524, -1.481], [-0.887, 0.737, 1.156], [-1.766, -0.436, -1.900], [-1.472, -0.044, 1.145], [1.088, 1.113, 0.893], [-1.579, 1.526, -1.405], [0.834, 1.278, -1.348], [0.762, -0.470, -1.421], [0.589, -1.076, 2.162], [1.866, -1.140, 0.926], [0.255, -1.803, 0.593]],
  "atomic_forces_ev_per_a": [[0.2084, -0.3548, 0.7446], [0.4639, 0.1521, -0.9048], [0.0821, -0.2053, -0.0417], [-1.0399, -1.6139, -0.2565], [-0.4017, -0.2079, -0.0628], [0.9758, 1.5796, 0.5732], [0.3432, 0.4777, -0.0072], [-0.3288, -0.0003, 0.0497], [-0.0479, -0.0947, -0.1421], [-0.0598, 0.0028, 0.0878], [-0.1971, 0.0279, 0.1660], [0.1338, 0.2021, -0.1345], [-0.1530, -0.0533, -0.0178], [0.0210, 0.0880, -0.0537]]
}

***

# 7
{
  "formula": "C4H8O2",
  "method": "ωB97M-V/def2-TZVPD",
  "homo_lumo_gap_ev": 9.964,
  "energy_ev": -8370.973,
  "homo_ha": -0.3306,
  "total_charge": 0,
  "elements": ["O", "C", "C", "C", "O", "C", "H", "H", "H", "H", "H", "H", "H", "H"],
  "coordinates": [[-0.097, 0.739, 1.640], [0.708, -0.334, 1.793], [0.415, -1.602, 1.490], [-0.043, 0.545, -1.553], [-0.684, -0.568, -1.083], [-0.705, 1.635, -1.921], [-0.906, 0.488, 1.163], [1.682, -0.048, 2.199], [-0.567, -1.900, 1.124], [1.143, -2.381, 1.676], [1.043, 0.476, -1.596], [-0.026, -1.214, -0.787], [-1.788, 1.658, -1.845], [-0.174, 2.504, -2.301]],
  "atomic_forces_ev_per_a": [[-0.0896, -0.0558, -0.0275], [0.0858, -0.2652, -0.1035], [0.0421, 0.0410, 0.1772], [0.0924, 0.2382, -0.1361], [0.0826, 0.0123, -0.0918], [0.0104, -0.1661, 0.0320], [0.2614, -0.0214, 0.0674], [-0.3354, -0.0599, -0.0886], [0.1633, 0.0931, 0.1339], [-0.0373, 0.1024, 0.0012], [-0.1748, 0.0159, -0.0040], [-0.1373, 0.2228, -0.0114], [0.1558, 0.0807, -0.0785], [-0.1192, -0.2380, 0.1299]]
}

***

# 8
{
  "formula": "C4H8O2",
  "method": "ωB97M-V/def2-TZVPD",
  "homo_lumo_gap_ev": 10.591,
  "energy_ev": -8370.265,
  "homo_ha": -0.3560,
  "total_charge": 0,
  "elements": ["C", "C", "C", "C", "H", "H", "H", "H", "H", "H", "H", "H", "O", "O"],
  "coordinates": [[2.247, -0.179, -0.160], [-0.106, -0.410, -0.175], [-0.706, 0.953, 0.109], [-1.438, -0.300, 0.535], [2.230, 0.927, -0.017], [2.296, -0.460, -1.235], [3.158, -0.659, 0.250], [-0.299, -0.846, -1.203], [-1.036, 1.634, -0.673], [-0.227, 1.313, 1.009], [-1.401, -0.443, 1.640], [-3.250, 0.051, -0.353], [1.100, -0.825, 0.490], [-2.567, -0.756, -0.217]],
  "atomic_forces_ev_per_a": [[-0.1976, -0.9936, 0.1293], [-0.4217, -0.8036, -0.7711], [0.4642, -0.8036, 0.2250], [0.2139, -0.0016, 0.0754], [0.0518, -0.8124, -0.1099], [-0.4053, 0.4652, 0.4505], [-0.5999, 0.5792, 0.2258], [0.6873, 0.6122, 1.1334], [0.0717, -0.2108, 0.2835], [0.0313, 0.8753, -0.2087], [-0.5708, -0.2133, -0.9779], [2.5438, -2.7641, 0.6853], [-0.4493, 1.2115, -1.3806], [-1.4194, 2.8596, 0.2400]]
}